(1)
96
Properties=species:S:1:pos:R:3 method="wB97M-V/def2-TZVPD" smiles=COCCNCCOC.COCCNCCOC.COCCNCCOC.COCCNCCOC largest_force_ha_per_bohr=0.0735 lumo_ev=0.39 orbital_gap_ev=9.0 e_above_lowest_ev=9.650
C -4.80 -7.63 -1.73
O -5.48 -6.85 -0.71
C -4.68 -5.74 -0.11
C -5.75 -5.09 0.83
N -5.27 -3.97 1.51
C -6.35 -3.32 2.32
C -7.24 -2.49 1.43
O -6.42 -1.68 0.52
C -7.11 -0.66 -0.20
H -4.72 -7.06 -2.66
H -5.44 -8.48 -1.97
H -3.91 -8.05 -1.25
H -4.09 -5.11 -0.78
H -3.87 -6.15 0.49
H -5.99 -5.81 1.61
H -6.56 -4.82 0.15
H -5.17 -3.23 0.83
H -5.82 -2.75 3.08
H -6.79 -4.08 2.97
H -7.69 -1.75 2.10
H -8.01 -3.07 0.93
H -6.47 0.00 -0.79
H -7.76 -0.03 0.41
H -7.86 -1.09 -0.87
C 2.07 4.15 8.67
O 2.61 2.85 8.35
C 1.91 1.72 8.78
C 0.61 1.60 7.81
N 0.93 0.58 6.79
C -0.32 0.41 6.08
C -0.46 1.26 4.88
O -0.56 2.63 5.22
C 0.07 3.41 4.22
H 1.69 4.22 9.69
H 1.22 4.34 8.01
H 2.93 4.82 8.69
H 1.61 1.75 9.83
H 2.62 0.90 8.81
H 0.36 2.57 7.37
H -0.22 1.33 8.47
H 1.60 1.07 6.21
H -1.18 0.45 6.75
H -0.40 -0.65 5.83
H -1.39 1.02 4.37
H 0.30 1.00 4.13
H -0.11 4.43 4.57
H -0.48 3.23 3.29
H 1.16 3.37 4.09
C 4.06 -0.33 0.78
O 3.79 0.19 -0.50
C 4.90 0.82 -1.19
C 5.65 1.90 -0.32
N 6.70 2.70 -0.97
C 6.35 3.16 -2.31
C 5.25 4.25 -2.43
O 5.29 5.09 -1.25
C 4.02 5.75 -1.14
H 4.02 0.56 1.41
H 4.91 -1.01 0.77
H 3.19 -0.95 1.00
H 4.53 1.15 -2.16
H 5.70 0.13 -1.45
H 6.10 1.57 0.62
H 4.89 2.57 0.08
H 6.97 3.55 -0.48
H 6.44 2.46 -3.14
H 7.28 3.73 -2.39
H 4.31 3.69 -2.46
H 5.43 4.81 -3.35
H 3.48 6.21 -1.97
H 4.03 6.60 -0.47
H 3.33 5.05 -0.67
C 0.07 3.15 -6.28
O 0.31 1.78 -5.99
C -0.81 1.16 -5.35
C -0.47 -0.21 -4.79
N -0.23 -1.16 -5.85
C 0.44 -2.26 -5.22
C 0.42 -3.60 -6.11
O 1.66 -3.85 -6.79
C 1.77 -3.26 -8.02
H -0.23 3.71 -5.40
H -0.69 3.27 -7.06
H 0.92 3.73 -6.63
H -1.80 1.34 -5.76
H -1.00 1.74 -4.44
H -1.36 -0.60 -4.31
H 0.35 0.06 -4.12
H 0.38 -0.53 -6.36
H -0.06 -2.34 -4.26
H 1.40 -1.84 -4.91
H -0.47 -3.62 -6.74
H 0.16 -4.45 -5.47
H 2.63 -3.67 -8.55
H 1.77 -2.17 -7.95
H 0.90 -3.60 -8.60

(2)
106
Properties=species:S:1:pos:R:3 method="wB97M-V/def2-TZVPD" smiles="COP(=O)(OC)OC.COP(=O)(OC)OC.CNC(C)=O.CNC(C)=O.CNC(C)=O.CNC(C)=O.CNC(C)=O.CNC(C)=O" largest_force_ha_per_bohr=0.0781 lumo_ev=0.22 orbital_gap_ev=9.2 e_above_lowest_ev=0.000
C -7.97 3.24 3.18
C -7.41 3.40 1.71
O -8.05 3.98 0.91
N -6.21 2.84 1.52
C -5.46 3.02 0.36
H -7.21 3.48 3.93
H -8.23 2.22 3.45
H -8.78 3.95 3.33
H -5.70 2.48 2.32
H -5.11 4.06 0.34
H -6.09 2.77 -0.49
H -4.66 2.30 0.25
C 0.54 5.68 0.62
C 0.69 5.72 2.13
O -0.01 6.45 2.83
N 1.58 4.95 2.74
C 2.06 5.04 4.12
H 1.48 5.34 0.20
H 0.16 6.61 0.21
H -0.29 5.06 0.29
H 1.95 4.10 2.33
H 1.22 5.06 4.81
H 2.56 6.00 4.23
H 2.76 4.26 4.44
C -1.02 3.22 -4.26
C -0.86 1.71 -4.13
O -1.68 0.98 -4.63
N 0.35 1.33 -3.75
C 0.84 0.00 -3.97
H -1.91 3.38 -4.88
H -0.25 3.66 -4.89
H -1.08 3.80 -3.34
H 0.99 2.02 -3.39
H 0.02 -0.73 -3.88
H 1.64 -0.25 -3.27
H 1.31 0.09 -4.95
C 1.12 -4.18 -2.87
C 2.43 -3.47 -2.86
O 2.63 -2.65 -3.72
N 3.27 -3.66 -1.86
C 4.68 -3.21 -1.86
H 1.24 -5.16 -3.35
H 0.39 -3.71 -3.52
H 0.72 -4.34 -1.87
H 3.09 -4.53 -1.37
H 4.77 -2.13 -1.81
H 5.18 -3.53 -2.78
H 5.18 -3.56 -0.95
C -4.08 -5.17 -1.81
C -3.07 -4.09 -2.28
O -1.86 -4.26 -2.11
N -3.55 -3.11 -3.08
C -2.81 -1.99 -3.65
H -3.59 -6.13 -1.97
H -4.95 -5.08 -2.47
H -4.39 -5.15 -0.77
H -4.54 -2.92 -3.04
H -1.75 -1.99 -3.41
H -3.20 -1.02 -3.35
H -2.79 -2.14 -4.73
C -0.95 1.92 -0.05
C -0.74 0.47 0.36
O -0.65 0.25 1.55
N -0.69 -0.49 -0.63
C -0.58 -1.89 -0.40
H -1.79 2.26 0.55
H -1.10 1.99 -1.13
H -0.17 2.57 0.36
H -0.78 -0.14 -1.57
H -0.17 -2.38 -1.28
H -1.54 -2.29 -0.08
H 0.10 -2.09 0.42
C 2.74 4.13 -2.36
O 2.23 2.84 -1.95
P 2.90 2.11 -0.64
O 3.02 2.94 0.62
O 2.09 0.74 -0.56
C 2.63 -0.51 -0.03
O 4.40 1.67 -1.17
C 4.57 1.05 -2.39
H 2.94 4.77 -1.50
H 1.93 4.59 -2.93
H 3.58 4.05 -3.05
H 3.71 -0.36 -0.11
H 2.31 -1.44 -0.50
H 2.37 -0.73 1.00
H 4.99 0.11 -2.03
H 5.25 1.58 -3.06
H 3.70 0.69 -2.92
C 2.82 -2.16 6.28
O 2.30 -3.43 5.93
P 0.76 -3.76 5.30
O -0.41 -2.89 5.65
O 0.48 -5.39 5.66
C 1.51 -6.34 5.87
O 1.15 -3.70 3.72
C 1.15 -2.56 2.96
H 3.19 -1.55 5.46
H 3.69 -2.42 6.88
H 2.03 -1.63 6.81
H 2.13 -6.51 4.99
H 1.15 -7.31 6.22
H 2.13 -5.86 6.63
H 2.15 -2.13 2.97
H 0.29 -1.98 3.29
H 0.92 -2.84 1.93